one:
ORCA calculation (ωB97M-V/def2-TZVPD) on C4H4F2 in the gas phase.

Computed properties:
Structure (SMILES)   C=C(F)C(=C)F
HOMO-LUMO gap   10.46 eV
HOMO   -9.644 eV

Element x y z (Å)
C: -0.7778 -0.1224 -0.1021
C: -1.5169 -1.1007 0.1744
C: 0.7081 -0.0095 0.0222
C: 1.2721 1.1710 0.1405
H: -0.9266 -2.2124 0.2175
H: -2.6195 -0.8663 0.1484
H: 0.6547 2.1351 -0.1621
H: 2.3951 1.2484 0.5563
F: -1.1941 1.1847 -0.1036
F: 1.4589 -1.1775 -0.1375

---

two:
ORCA calculation (ωB97M-V/def2-TZVPD) on C4H4F2 in the gas phase.

Computed properties:
Structure (SMILES)   C=C(F)C(=C)F
HOMO-LUMO gap   10.21 eV
HOMO   -9.505 eV

Element x y z (Å)
C: 0.6840 -0.5508 -0.0203
C: 1.6150 0.3879 0.0772
C: -0.8161 -0.4719 -0.0592
C: -1.5188 0.6091 -0.0623
H: 2.6171 0.0298 -0.0694
H: 1.4580 1.4973 0.1482
H: -2.6239 0.4373 -0.0013
H: -1.0413 1.5873 -0.0356
F: 1.0350 -1.8403 -0.0591
F: -1.4090 -1.6857 0.0818

---

three:
ORCA calculation (ωB97M-V/def2-TZVPD) on 2 unconnected molecules or ions with the total composition C4H4F2.

Computed properties:
HOMO-LUMO gap (spin up / spin down)   8.91 / 8.80 eV
HOMO (spin up / spin down)   -9.645 / -9.540 eV

Element x y z (Å)
C: -0.9349 0.5759 -0.0521
C: 1.3637 0.3151 0.7576
C: -1.9175 0.1768 -0.9269
C: 1.8608 -0.7579 0.2596
F: -3.1757 0.6733 -0.8120
F: 1.1881 -1.6391 -0.4494
H: -0.8730 1.4494 0.6948
H: 1.6656 1.0615 1.3915
H: -2.0240 -0.6852 -1.6395
H: 2.8469 -1.1698 0.7765

---

four:
ORCA calculation (ωB97M-V/def2-TZVPD) on C4H4F2 in the gas phase.

Computed properties:
Structure (SMILES)   CC1C(F)=C1F
HOMO-LUMO gap   10.28 eV
HOMO   -9.476 eV

Element x y z (Å)
C: 0.8023 -0.2433 1.1447
C: 1.1880 0.5763 0.2316
C: 0.0788 -0.4205 -0.2042
C: -1.2772 0.1077 -0.5508
F: 1.1643 -0.8031 2.3102
F: 2.0117 1.5264 -0.1631
H: 0.5632 -1.2475 -0.8584
H: -1.3540 1.0141 -0.0615
H: -1.9522 -0.5975 -0.2845
H: -1.2250 0.0873 -1.5640

---

In hartree, relative to the most stable structure: one 0.0470; two 0.0000; three 0.1875; four 0.0880.

---

one:
ORCA calculation (ωB97M-V/def2-TZVPD) on C4H4F2 in the gas phase.

Computed properties:
Structure (SMILES)   F/C=C\C=C/F
HOMO-LUMO gap   9.67 eV
HOMO   -8.742 eV

Element x y z (Å)
C: 1.7314 -0.6546 -0.0086
C: 0.3875 -0.5790 -0.0201
C: -0.3726 0.6371 -0.0323
C: -1.7280 0.6117 -0.0195
H: 2.3908 -1.5626 0.0481
H: -0.1932 -1.5293 0.0231
H: 0.1735 1.6043 0.0227
H: -2.3566 1.5103 0.1038
F: 2.4097 0.4992 -0.0590
F: -2.4425 -0.5372 -0.0581

---

two:
ORCA calculation (ωB97M-V/def2-TZVPD) on C4H4F2 in the gas phase.

Computed properties:
Structure (SMILES)   FC1(F)C=CC1
HOMO-LUMO gap   11.19 eV
HOMO   -10.143 eV

Element x y z (Å)
C: -0.6945 -0.0794 -0.8917
C: -0.5161 -0.9646 0.0867
C: 0.1743 1.0240 -0.4747
C: 0.5567 -0.1911 0.8667
F: 1.7815 -0.7137 1.0148
F: 0.1860 0.0793 2.1532
H: -1.4172 -0.1245 -1.7647
H: -0.5445 -2.0497 0.3278
H: 0.9831 1.2475 -1.2048
H: -0.5093 1.7722 -0.1132

---

three:
ORCA calculation (ωB97M-V/def2-TZVPD) on C4H4F2 in the gas phase.

Computed properties:
Structure (SMILES)   C=C/C(F)=C/F
HOMO-LUMO gap   9.80 eV
HOMO   -9.029 eV

Element x y z (Å)
C: -0.1972 1.6651 -0.7488
C: -0.1083 0.3705 -0.5284
C: 0.1574 -0.3389 0.6673
C: 0.1400 -1.6739 0.8288
H: -0.1217 2.4352 0.0390
H: 0.2975 0.2483 1.5774
H: -0.0522 -2.3151 -0.0615
H: 0.4620 -2.1560 1.8401
F: -0.4932 2.1261 -1.9570
F: -0.0842 -0.3613 -1.6570

---

In hartree, relative to the most stable structure: one 0.0000; two 0.0426; three 0.0114.

---

one:
ORCA calculation (ωB97M-V/def2-TZVPD) on C4H4F2 in the gas phase.

Computed properties:
HOMO-LUMO gap (spin up / spin down)   8.11 / 8.11 eV
HOMO (spin up / spin down)   -9.218 / -9.218 eV

Element x y z (Å)
C: -2.4027 -0.0941 -0.1944
C: -1.0653 0.3066 0.0448
C: 0.0646 -0.4529 0.0035
C: 1.4024 0.1958 -0.0346
F: -2.6123 -1.4097 0.0046
F: -0.8755 1.6279 0.2117
H: -0.1115 -1.5355 0.0456
H: 2.1848 -0.3092 0.4868
H: 1.5668 1.2115 0.4616
H: 1.8488 0.4595 -1.0296

---

two:
ORCA calculation (ωB97M-V/def2-TZVPD) on C4H4F2 in the gas phase.

Computed properties:
HOMO-LUMO gap   9.32 eV
HOMO   -9.809 eV

Element x y z (Å)
C: -0.9416 -0.1383 0.4286
C: 1.3992 0.0335 -0.9710
C: -1.9172 1.1072 0.8397
C: 0.5729 -0.7186 -0.3182
F: -1.2094 2.2418 1.0203
F: 0.7206 -2.0184 0.0277
H: -0.5583 -0.2758 1.3988
H: -1.5339 -1.0079 0.0597
H: 1.0558 1.0881 -1.2712
H: 2.4118 -0.3116 -1.2143

---

In hartree, relative to the most stable structure: one 0.0000; two 0.0621.

---

one:
ORCA calculation (ωB97M-V/def2-TZVPD) on 3 unconnected molecules or ions with the total composition H5O3.

Computed properties:
Total charge   -1
HOMO-LUMO gap   9.35 eV
HOMO   -4.335 eV

Element x y z (Å)
O: 1.4884 0.7764 0.8623
H: 2.4304 0.5719 0.7399
O: -1.9157 0.2103 -0.5169
H: -0.9887 -0.2685 -0.4532
H: -1.6237 1.1362 -0.5620
O: 0.3290 -0.9817 -0.4524
H: 1.0065 0.0430 0.1994
H: 0.2018 -1.6532 0.2376

---

two:
ORCA calculation (ωB97M-V/def2-TZVPD) on 3 unconnected molecules or ions with the total composition H5O3.

Computed properties:
Total charge   -1
HOMO-LUMO gap   9.08 eV
HOMO   -4.031 eV

Element x y z (Å)
O: 0.4866 0.3415 -2.3358
H: -0.3807 0.0750 -2.0130
O: 0.5459 0.0966 0.2135
H: 1.0063 0.2816 -1.4668
H: -0.1235 0.7655 0.0263
O: -0.9687 -0.4616 2.0988
H: -0.3393 -0.3703 1.1715
H: -0.1959 -0.7107 2.6076

---

In hartree, relative to the most stable structure: one 0.0000; two 0.0152.

---

one:
ORCA calculation (ωB97M-V/def2-TZVPD) on 2 unconnected molecules or ions with the total composition C2H2N4O2.

Computed properties:
Structure (SMILES)   N=C=NC(=O)O.N#N
HOMO-LUMO gap   10.80 eV
HOMO   -10.429 eV

Element x y z (Å)
C: -0.4911 0.6189 1.0182
C: 0.0905 -1.4820 0.1075
H: -1.3397 1.9572 2.1049
H: 0.9961 -2.4431 -1.2666
N: -0.7544 -0.6920 0.6147
N: 0.9371 -2.2660 -0.2216
N: 0.5651 0.3936 -2.3491
N: 1.0756 1.5265 -2.4218
O: -1.4244 0.9965 1.8767
O: 0.3451 1.3904 0.5371

---

two:
ORCA calculation (ωB97M-V/def2-TZVPD) on C2H2N4O2 in the gas phase.

Computed properties:
Structure (SMILES)   [H]/N=c1/nnnc(O)o1
HOMO-LUMO gap   8.98 eV
HOMO   -10.500 eV

Element x y z (Å)
C: 0.5135 0.8436 -0.3226
C: -0.6237 -0.7218 0.7908
H: 1.4655 1.7642 -1.4694
H: -2.4675 -0.4937 1.7453
N: 0.7843 0.0205 -1.3223
N: 0.8214 -1.2073 -1.0798
N: 0.1214 -1.7102 -0.0538
N: -1.8815 -1.1205 1.1695
O: 1.0014 2.1195 -0.5883
O: 0.2652 0.5057 1.1305

---

three:
ORCA calculation (ωB97M-V/def2-TZVPD) on C2H2N4O2 in the gas phase.

Computed properties:
Structure (SMILES)   O=C(O)n1cnnn1
HOMO-LUMO gap   10.75 eV
HOMO   -10.875 eV

Element x y z (Å)
C: -0.1781 1.1054 0.6736
C: 0.2707 -1.3534 -0.2294
H: 0.8234 1.7704 2.0030
H: 1.0545 -1.6492 0.5471
N: -0.2716 -0.1545 -0.1300
N: 0.0916 -1.7992 -1.5242
N: -0.7417 -0.9441 -2.0629
N: -1.0170 0.0106 -1.3657
O: 0.8346 0.9344 1.5658
O: -0.8664 2.0796 0.5226

---

four:
ORCA calculation (ωB97M-V/def2-TZVPD) on 2 unconnected molecules or ions with the total composition C2H2N4O2.

Computed properties:
HOMO-LUMO gap   6.78 eV
HOMO   -8.724 eV

Element x y z (Å)
C: 0.4013 0.3782 -0.5821
C: -1.1894 -0.5587 0.7811
H: 2.0577 -1.0226 0.3867
H: -1.7031 -1.4328 1.1369
N: 1.3422 0.1409 -1.4602
N: 0.0432 -0.5917 0.3595
N: -1.7277 0.6480 0.7690
N: -1.2881 1.6466 0.1794
O: 2.1854 -0.8062 -0.9682
O: -0.1215 1.5982 -0.6023

---

In hartree, relative to the most stable structure: one 0.0000; two 0.1756; three 0.0446; four 0.2647.

---

one:
ORCA calculation (ωB97M-V/def2-TZVPD) on C2H2N4O2 in the gas phase.

Computed properties:
Structure (SMILES)   O=C(O)n1ncnn1
HOMO-LUMO gap   10.97 eV
HOMO   -11.052 eV

Element x y z (Å)
C: -1.6457 -0.1397 -0.1048
C: 1.8978 -0.6741 0.0076
H: -1.3903 1.7952 0.5302
H: 2.7227 -1.2385 -0.0653
N: -0.1906 -0.1007 0.2337
N: 0.6471 -1.1587 0.1323
N: 1.7717 0.6983 -0.2932
N: 0.6042 0.9831 -0.1992
O: -2.0798 0.9548 0.0559
O: -2.3372 -1.1196 -0.2972

---

two:
ORCA calculation (ωB97M-V/def2-TZVPD) on C2H2N4O2 in the gas phase.

Computed properties:
Structure (SMILES)   O=[N+]([O-])c1nnc[nH]1
HOMO-LUMO gap   9.77 eV
HOMO   -10.622 eV

Element x y z (Å)
C: -0.0474 -1.0486 -0.0205
C: -1.7517 0.1558 0.1918
N: -1.0283 -1.7642 0.4975
N: -2.0514 -0.9915 0.6926
N: -0.4961 0.2018 -0.3234
N: -2.6807 1.3157 0.2354
O: -3.8099 1.0508 -0.0716
O: -2.1423 2.4603 0.4136
H: 0.7740 -1.4286 -0.4262
H: -0.0629 0.8882 -0.8448

---

In hartree, relative to the most stable structure: one 0.0000; two 0.0298.

---

one:
ORCA calculation (ωB97M-V/def2-TZVPD) on 2 unconnected molecules or ions with the total composition C3H6NP.

Computed properties:
Structure (SMILES)   [H]/N=P/[H].C=C=C
HOMO-LUMO gap   8.29 eV
HOMO   -8.618 eV

Element x y z (Å)
C: 1.8849 0.9678 -0.7519
C: 1.4877 -0.0169 0.0009
C: 0.6640 -0.7664 0.6940
N: -1.7626 -0.5758 -0.2746
P: -2.7022 0.5290 0.1444
H: 1.2760 1.7040 -1.1518
H: 0.4041 -1.7385 0.3892
H: 0.1877 -0.3874 1.5718
H: -1.6649 -1.0236 -1.1746
H: 2.9027 0.9745 -1.0181
H: -2.6774 0.3332 1.5707

---

two:
ORCA calculation (ωB97M-V/def2-TZVPD) on C3H6NP in the gas phase.

Computed properties:
HOMO-LUMO gap (spin up / spin down)   8.62 / 8.63 eV
HOMO (spin up / spin down)   -8.457 / -8.462 eV

Element x y z (Å)
C: 1.4257 -0.1527 -0.0441
C: 0.2310 -1.0108 0.1945
C: -0.7899 1.4319 0.2001
N: 1.4154 1.1387 -0.1835
P: -1.3655 -0.1776 -0.1753
H: 2.3566 -0.7725 -0.0952
H: 0.4762 -1.8688 -0.5477
H: 0.1828 -1.4378 1.1868
H: -0.7234 1.5491 1.3708
H: -0.9106 2.3013 -0.2726
H: -1.3257 -0.2952 -1.5075

---

In hartree, relative to the most stable structure: one 0.0088; two 0.0000.